ORCA calculation (ωB97M-V with the def2-TZVPD basis set) on 2 unconnected molecules or ions with the total composition C5H10O2 in a non-equilibrium geometry.

```
17
C5H10O2, DFT ωB97M-V with the def2-TZVPD basis set
C -0.9225 1.9377 1.1358
C -0.8244 0.6048 1.2385
C -0.5387 -0.2023 0.0580
O -1.1220 -1.4496 0.1178
C 0.1364 0.2247 -1.0174
C 0.1240 -0.3809 -2.3818
H -0.8852 2.4238 0.1789
H -1.0005 2.5518 2.0180
H -1.1450 0.1684 2.1779
H -0.5873 -2.0650 -0.3945
H 0.8383 1.0253 -0.8652
H 1.1314 -0.4022 -2.7993
H -0.5354 0.1701 -3.0499
H -0.2202 -1.4124 -2.3902
O 1.5930 -1.3382 2.0592
H 1.4424 -0.5261 1.5640
H 2.5158 -1.3300 2.3502
```

Summary:
structure (SMILES)	C=C/C(O)=C/C.O
orbital gap	9.18	eV
LUMO	0.7665	eV

=====

ORCA calculation (ωB97M-V with the def2-TZVPD basis set) on C6H7NO in the gas phase in a non-equilibrium geometry.

```
15
C6H7NO, DFT ωB97M-V with the def2-TZVPD basis set
C -3.0723 -0.3297 -0.2430
C -1.8874 -0.2578 0.1311
C -0.6042 -0.1662 0.5895
O -0.2989 1.3424 0.2895
C 0.9976 1.3517 -0.3606
C 1.5677 0.0335 0.1241
N 1.7695 -1.3224 -0.1412
C 0.4256 -0.8412 -0.2863
H -4.0944 -0.5739 -0.6103
H -0.2898 -0.2791 1.7179
H 1.5159 2.4486 -0.2967
H 0.8079 1.1654 -1.4917
H 1.2758 0.2346 1.2003
H 1.8558 -1.9689 0.7537
H 0.0311 -0.8369 -1.3764
```

Summary:
structure (SMILES)	C#C[C@@H]1OC[C@@H]2N[C@H]21
orbital gap	10.07	eV
LUMO	0.7267	eV

=====

ORCA calculation (ωB97M-V with the def2-TZVPD basis set) on C4H4IN in the gas phase in a non-equilibrium geometry.

```
10
C4H4IN, DFT ωB97M-V with the def2-TZVPD basis set
C -0.9351 -1.2128 -0.0330
C 0.2815 -0.3229 -0.0686
I 2.1442 -1.1946 -0.0333
C 0.1671 1.0277 0.1080
C 1.1359 2.0524 0.0979
N 2.0588 2.7313 -0.0694
H -0.8259 -2.2058 -0.5294
H -1.2330 -1.3565 1.0427
H -1.8985 -0.7987 -0.4490
H -0.8951 1.2799 -0.0657
```

Summary:
structure (SMILES)	C/C(I)=C/C#N
orbital gap	9.42	eV
LUMO	-0.0333	eV

=====

ORCA calculation (ωB97M-V with the def2-TZVPD basis set) on a molecular structure, C17H23F5NO2P2SYb in a non-equilibrium geometry.

```
52
C17H23F5NO2P2SYb, DFT ωB97M-V with the def2-TZVPD basis set
Yb -0.1783 1.1969 -0.1065
P 2.3433 -0.9316 0.2669
C 2.2042 -1.4052 -1.4181
C 0.9563 -1.3876 -2.0994
N -0.2174 -0.7428 -1.6891
C -1.3515 -1.1899 -2.2804
C -1.3900 -2.1634 -3.2663
C -0.2207 -2.7003 -3.7720
C 0.9532 -2.2779 -3.1957
C -2.7101 -0.6818 -1.7943
P -2.7196 0.9134 -0.9494
H 1.9284 -2.6004 -3.5792
H -2.3383 -2.5010 -3.6269
H -0.1983 -3.4502 -4.5482
H -3.4359 -0.6161 -2.6172
H -3.1650 -1.3906 -1.0834
H 2.4929 1.1502 -2.0815
H 3.0684 -1.1867 -2.0552
H 0.1211 3.6580 -1.7335
O 2.4360 2.0412 -1.7413
H 2.3377 2.5751 -2.5639
H 0.1253 2.5636 1.4521
O -0.7912 3.4666 -1.4164
H -0.9566 4.0409 -0.6412
C -2.8939 2.0081 -2.3891
H -3.8618 1.8280 -2.8649
H -2.8298 3.0595 -2.0927
H -2.0888 1.8236 -3.1079
C -4.3856 1.0226 -0.2646
H -4.4179 1.8325 0.4750
H -5.1095 1.2337 -1.0616
H -4.6449 0.0835 0.2372
C 2.3046 -2.7628 0.6352
H 3.2871 -3.2424 0.4930
H 1.8996 -2.9627 1.6268
H 1.6398 -3.2374 -0.1067
C 4.1796 -0.6027 0.4560
H 4.3751 -0.2625 1.4847
H 4.8261 -1.4745 0.2720
H 4.5130 0.2150 -0.1985
F 0.3394 -1.6882 6.2367
C 0.3081 -0.6903 5.3541
C 0.7213 0.5938 5.7328
F 1.1392 0.8639 6.9798
C 0.7310 1.6188 4.7958
F 1.1492 2.8619 5.1684
C 0.3291 1.4466 3.4699
S 0.6496 2.9707 2.6198
C -0.1631 0.1743 3.1126
F -0.7001 -0.0842 1.7988
C -0.1223 -0.8789 4.0258
F -0.4680 -2.1303 3.6516
```

Summary:
<S²>	0.78
multiplicity	2
orbital gap (spin up / spin down)	7.74 / 7.57	eV
charge	+2
LUMO (spin up / spin down)	-5.9437 / -7.2077	eV

=====

Energy above the lowest of the compared OMol25 structures with the same formula, charge and spin, record by record: 56.2; 180.6; 21.6; 83.3 kcal/mol